[1]
The following is a DFT calculation (wB97M-V/def2-TZVPD) of C27H33F6O6W as an isolated structure at a distorted geometry.

```
73
Properties=species:S:1:pos:R:3:forces:R:3:mulliken_charge:R:1
C 0.357324 -0.877412 -4.306072 -0.1 -0.8 -0.9 3.4335
C 0.050895 -1.619242 -3.000503 0.2 0.4 0.1 -1.6089
C -0.057495 0.601900 -4.099301 0.2 -0.4 -0.3 -1.7265
C -0.951768 0.591513 -2.849379 0.1 0.4 0.9 0.0198
H -0.615391 0.906405 -4.987583 0.2 0.1 0.1 0.3327
H 0.836221 1.230890 -4.008962 -0.3 -0.1 0.1 0.3715
C -1.192269 -0.890897 -2.475634 0.4 -0.2 0.1 0.5237
H 0.905385 -1.476121 -2.318408 -0.4 -0.1 -0.1 0.2145
H -0.111867 -2.685548 -3.172798 0.1 0.2 0.2 0.6731
C -1.313160 -0.984831 -0.963531 -1.0 0.1 0.5 -1.4812
H -2.097182 -1.293978 -2.966192 0.3 0.1 0.1 0.5286
H -1.912432 1.069035 -3.059348 0.0 0.0 -0.1 0.6594
C -0.371430 1.307442 -1.610489 -0.4 -1.2 0.8 1.1684
C 1.785718 -1.069812 -4.751302 2.1 -0.1 1.8 -0.5330
C -0.390703 -1.506846 -5.484531 -1.1 0.4 -0.4 -0.3518
O -0.885220 -0.906254 -6.412298 0.1 -0.3 0.6 -0.6433
O 2.742717 -1.172982 -3.981182 -1.6 0.3 -1.5 -0.6478
O 1.911191 -1.155943 -6.085538 0.4 0.1 0.4 -0.2695
O -0.421635 -2.851267 -5.404858 0.1 0.3 -0.1 -0.2416
C -1.010119 -3.478884 -6.542532 0.0 -0.1 0.0 -0.8030
H -0.871454 -4.544712 -6.375690 -0.1 0.0 -0.1 0.2576
H -0.499307 -3.152908 -7.450201 -0.1 -0.1 0.0 0.3169
H -2.072366 -3.227900 -6.606549 0.2 0.0 -0.1 0.3046
C 3.249054 -1.405945 -6.512413 0.4 -0.1 -0.2 -0.7651
H 3.938427 -0.656354 -6.103229 -0.2 -0.2 -0.1 0.2938
H 3.213584 -1.356588 -7.600280 0.1 0.0 0.1 0.2475
H 3.568538 -2.403448 -6.179716 -0.1 0.3 -0.1 0.3231
O -0.476004 -0.071156 -0.319539 0.5 1.2 -1.0 -0.6790
H -1.047043 -1.961346 -0.566849 -0.1 -0.4 -0.3 0.6051
H -2.357063 -0.779414 -0.657182 0.0 -0.2 -0.2 0.3234
C -1.285714 2.321475 -0.992099 0.0 0.0 -0.1 -1.6700
C 1.083101 1.637638 -1.558956 0.0 0.1 0.0 -2.2685
H 1.271933 2.503100 -2.206734 0.2 0.0 0.0 0.4695
H 1.718281 0.807993 -1.885962 -0.1 0.1 0.0 0.3397
H 1.377761 1.922836 -0.541262 -0.1 -0.1 -0.2 0.4695
H -0.931988 2.628180 -0.005793 0.0 -0.1 -0.1 0.3117
H -2.304274 1.925073 -0.897218 0.2 0.1 0.0 0.4183
H -1.318689 3.207381 -1.642167 -0.1 0.1 0.0 0.3875
W -0.152605 -0.619592 2.082873 -3.4 -1.2 0.6 1.3652
C -1.993535 -0.149967 3.680112 -0.2 -0.3 -0.4 -0.1679
C -2.644774 -0.310672 2.411947 0.8 -0.6 0.2 -0.6610
C -2.378946 -1.647745 1.946743 0.4 0.1 0.7 -0.6017
H -3.281371 0.429573 1.931766 0.3 -0.2 0.1 0.4167
C -1.534891 -2.298672 2.919151 -0.9 0.4 -0.2 -0.8522
C -1.300119 -1.360846 3.992794 -1.1 0.0 -0.5 -0.5619
H -0.808366 -1.574712 4.941472 0.0 0.2 -0.5 0.5718
H -2.069197 0.723086 4.317551 0.4 -0.2 -0.3 0.1757
H -2.816426 -2.117293 1.069742 0.3 0.1 0.2 0.6955
H -1.226771 -3.343677 2.887694 0.0 0.4 0.0 0.4364
C 1.733049 0.351069 2.556339 1.2 0.1 0.2 -0.9255
C 1.497473 -0.615468 3.587699 1.3 0.1 -0.4 -0.2980
C 1.423706 -1.916213 2.983965 1.0 0.8 0.0 -0.8571
H 1.465439 -0.385932 4.649420 -0.5 0.0 -0.4 0.4207
C 1.601665 -1.770356 1.566405 0.4 -0.5 -0.8 -0.7606
C 1.812013 -0.360548 1.292385 0.9 0.2 0.9 0.2908
H 2.144850 0.062591 0.357295 -0.3 0.0 0.0 0.7869
H 1.898070 1.414468 2.696277 -0.2 -0.3 0.2 0.3529
H 1.339013 -2.863237 3.513573 -0.4 0.4 -0.2 0.4736
H 1.690894 -2.566529 0.833098 0.0 0.1 0.3 0.4308
C 1.427548 3.102158 5.561322 0.2 0.3 0.4 -2.0887
C 0.020450 2.525562 5.375814 -0.7 -0.2 -0.3 0.8568
O -0.045362 1.661327 4.395196 -0.1 0.0 0.2 -0.6676
C -0.393556 1.823990 6.772818 0.4 0.9 -1.0 0.6774
F -0.228981 2.674805 7.830351 -0.2 -0.6 0.1 -0.3026
F -1.671359 1.372941 6.799682 0.6 0.1 0.2 -0.2629
F 0.421681 0.751658 6.988033 -0.6 0.5 0.1 -0.2719
C -0.975621 3.759047 5.053289 1.0 -0.9 0.6 0.6430
F -0.911181 4.730193 6.016944 -0.4 0.0 -0.5 -0.3028
F -0.600420 4.334614 3.877781 -0.4 -0.1 0.7 -0.2710
F -2.272965 3.384254 4.930756 0.6 0.4 0.0 -0.2570
H 2.108582 2.280164 5.801597 -0.1 0.1 0.0 0.3905
H 1.453408 3.858140 6.350619 0.3 0.0 0.0 0.4072
H 1.753052 3.530757 4.609774 -0.1 0.0 0.1 0.4144
```
Positions in Å, forces in eV/Å.

spin multiplicity	3
HOMO energy (spin up / spin down)	-1.57 / -2.98	eV
relative energy (zero: lowest compared OMol25 entry of this formula, charge and spin)	8.5	kcal/mol
total charge	-1
E_LUMO (spin up / spin down)	0.07645 / 0.07627	Eh
energy	-2166.2815	a.u.

---

[2]
The following is a DFT calculation (wB97M-V/def2-TZVPD) of one molecule with the formula C16H18BrN.

```
36
Properties=species:S:1:pos:R:3:forces:R:3:mulliken_charge:R:1
C -0.595526 -1.934247 1.328515 -0.1 0.0 0.0 -1.2890
C -1.812678 -1.770135 0.466532 0.0 -0.1 0.0 1.0375
C -2.404582 -2.889107 -0.104921 0.0 0.0 0.0 -0.7327
C -3.534003 -2.782855 -0.896291 -0.1 0.0 -0.1 -0.6027
C -4.094044 -1.539447 -1.125303 -0.1 0.0 -0.1 -0.6393
C -3.515623 -0.418271 -0.559061 0.0 0.0 0.0 -0.6014
C -2.381580 -0.514351 0.236612 -0.2 0.1 0.0 0.6251
C -1.770232 0.739869 0.794389 0.2 -0.1 -0.3 -1.1261
H -1.302794 0.550304 1.760252 0.0 0.1 0.0 0.3326
H -2.543237 1.498560 0.936043 0.0 0.0 0.1 0.4496
C -0.699975 1.286642 -0.156473 -0.1 -0.1 0.2 -0.5214
N 0.062987 2.331289 0.501331 -0.2 0.3 0.0 -0.2376
H -0.538454 3.127112 0.689253 0.1 -0.1 0.0 0.2674
C 1.230819 2.750503 -0.250920 0.0 0.2 0.0 -0.9831
C 2.286902 1.675747 -0.227406 0.1 0.0 -0.1 0.4211
C 2.457245 0.900667 0.914334 0.0 0.1 -0.1 -0.0271
C 3.418266 -0.090963 0.960909 0.1 -0.1 0.0 -0.4607
C 4.223336 -0.299081 -0.146102 0.2 -0.2 0.0 0.0429
C 4.077465 0.462739 -1.291297 0.1 -0.1 0.0 -0.4928
C 3.103667 1.445333 -1.325949 -0.1 0.0 0.1 -0.6639
H 2.981922 2.037613 -2.221286 0.0 0.1 -0.1 0.3667
H 4.711882 0.287566 -2.146521 0.0 0.0 0.0 0.4222
Br 5.556644 -1.663135 -0.092120 -0.2 0.2 0.0 -0.2077
H 3.544426 -0.695510 1.846062 0.0 0.0 0.1 0.4546
H 1.816413 1.080148 1.763288 -0.1 0.0 0.1 0.4040
H 1.635744 3.647489 0.230592 -0.1 0.0 -0.1 0.3740
H 0.995907 3.008308 -1.299405 0.1 0.0 0.1 0.3709
H -0.002689 0.487162 -0.421608 -0.1 0.0 0.0 0.4364
H -1.174882 1.629693 -1.092490 0.1 -0.1 0.1 0.2568
H -3.954103 0.554553 -0.733779 0.0 0.1 0.0 0.3974
H -4.976634 -1.442340 -1.740192 -0.1 0.0 0.0 0.3831
H -3.974637 -3.668012 -1.330806 0.0 -0.1 0.0 0.3833
H -1.970742 -3.863143 0.073053 0.1 -0.1 0.0 0.3388
H -0.812848 -1.639291 2.355109 0.1 0.0 0.1 0.3175
H -0.272604 -2.972372 1.334455 0.1 0.0 0.0 0.4037
H 0.228248 -1.319023 0.971198 0.1 0.0 0.0 0.1001
```
Positions in Å, forces in eV/Å.

HOMO energy	-8.87	eV
relative energy (zero: lowest compared OMol25 entry of this formula, charge and spin)	0.0	kcal/mol
E_LUMO	0.03009	Eh
energy	-3249.2665	a.u.

---

[3]
The following is a DFT calculation (wB97M-V/def2-TZVPD) of C3H7I2OP as an isolated structure at a distorted geometry.

```
14
Properties=species:S:1:pos:R:3:forces:R:3:mulliken_charge:R:1
C 0.429425 -0.166347 -1.650834 1.3 -1.7 -0.2 -0.8863
C 1.107776 0.597731 1.123529 -0.9 -0.9 1.9 -0.8735
C -2.017437 -0.127773 0.459855 3.8 -1.0 0.0 -1.0942
O 0.884594 -2.065991 0.160062 -0.8 1.0 0.9 -0.6295
P 0.342405 -0.674515 0.072335 -2.5 -0.8 -1.0 0.6903
I 3.152775 0.061759 1.311000 0.4 0.4 -0.1 0.1150
I -2.343300 1.881580 0.059744 -0.2 -0.1 -0.3 0.0712
H 0.311901 -1.044130 -2.329945 0.4 0.2 0.9 0.3009
H -0.365549 0.431020 -1.936815 -1.3 1.9 -0.3 0.3056
H 1.426461 0.247450 -1.810740 -0.2 0.3 -0.3 0.3153
H 0.926709 1.587413 0.696484 0.2 -0.1 0.4 0.4043
H 0.726934 0.464841 2.218630 0.4 0.6 -2.2 0.3732
H -1.957133 -0.253442 1.499609 0.0 0.2 1.5 0.4212
H -2.625560 -0.939598 0.127086 -0.5 0.0 -1.1 0.4865
```
Positions in Å, forces in eV/Å.

HOMO energy	-8.86	eV
relative energy (zero: lowest compared OMol25 entry of this formula, charge and spin)	57.7	kcal/mol
E_LUMO	-0.00876	Eh
energy	-1130.4403	a.u.

---

[4]
The following is a DFT calculation (wB97M-V/def2-TZVPD) of C2H4FHgO as an isolated structure at a distorted geometry.

```
9
Properties=species:S:1:pos:R:3:forces:R:3:mulliken_charge:R:1
O -0.616939 0.472775 -0.668140 -0.9 -1.4 3.7 -0.3381
C -0.117013 1.045240 0.540088 -0.1 0.1 0.7 -0.3444
C -0.083340 -0.421739 0.484984 1.5 2.8 -0.8 -0.0071
H -0.890156 1.477822 1.186533 0.4 0.2 -0.3 0.2574
H 0.838699 1.570405 0.413656 -0.4 -0.1 0.3 0.2340
H -0.611233 -1.048353 1.206369 -0.4 -0.1 -1.1 0.3870
F 1.197030 -0.869787 0.206677 -0.9 0.0 0.8 -0.1790
Hg 0.622532 -0.356628 -2.360107 0.8 -1.4 -2.2 0.0596
H -0.339581 -1.869735 -1.010061 0.1 -0.2 -1.1 -0.0693
```
Positions in Å, forces in eV/Å.

spin multiplicity	2
HOMO energy (spin up / spin down)	-7.53 / -8.28	eV
E_LUMO (spin up / spin down)	0.02825 / -0.03685	Eh
energy	-406.9263	a.u.

---

[5]
The following is a DFT calculation (wB97M-V/def2-TZVPD) of one molecule with the formula C2H3NO3 at a distorted geometry.

```
9
Properties=species:S:1:pos:R:3:forces:R:3:mulliken_charge:R:1
C 0.207217 1.431677 0.979596 -1.5 0.9 -1.9 -0.1987
C -0.121878 -0.291638 -0.921106 4.1 4.2 3.2 0.7518
N 0.137640 0.651599 -0.090689 1.2 1.9 -1.4 -0.3335
O -0.751853 -1.197770 -0.305084 -2.8 -6.4 -2.5 -0.4602
O 0.641805 -0.456937 -2.062427 -2.5 -0.4 1.5 -0.4555
O 1.131798 1.029689 1.821202 0.5 -2.2 0.4 -0.2823
H -1.109883 -0.931613 0.524134 -0.3 0.7 0.7 0.3550
H 1.136298 0.365568 -1.995322 0.5 0.2 -0.5 0.3437
H 1.261788 0.060594 1.590244 0.8 1.1 0.6 0.2798
```
Positions in Å, forces in eV/Å.

HOMO energy	-8.27	eV
relative energy (zero: lowest compared OMol25 entry of this formula, charge and spin)	110.0	kcal/mol
E_LUMO	-0.00020	Eh
energy	-358.3543	a.u.

---

[6]
The following is a DFT calculation (wB97M-V/def2-TZVPD) of one molecule with the formula C8H12F2N2Si at a distorted geometry.

```
25
Properties=species:S:1:pos:R:3:forces:R:3:mulliken_charge:R:1
C -0.879263 0.203922 1.501057 -0.5 -0.7 -0.6 -0.5466
C -1.516897 -1.209145 -0.362520 0.0 1.2 0.5 -0.4179
C 3.086860 -0.227369 0.138238 1.1 -0.5 0.1 -1.4299
C 1.507321 -2.082207 0.850153 -1.0 0.5 0.9 -1.2591
C -3.470880 1.861788 -0.740298 0.5 -2.3 0.0 -1.1415
C 0.709054 -0.107729 -0.450905 -0.9 -0.4 -1.3 -1.5107
C 1.642300 -0.528546 0.592631 1.2 -1.3 2.8 0.7451
C -0.762084 0.043791 -0.003821 -0.6 -0.7 1.3 2.3179
N -1.098638 0.142511 2.631387 0.2 0.4 -0.6 -0.4725
N -2.178935 -2.106373 -0.634682 0.1 -0.1 -0.1 -0.5150
F -0.833124 2.926626 -0.478373 -0.7 -1.5 0.6 -0.3341
F -1.227332 1.449979 -2.329329 0.4 -0.8 -1.7 -0.2551
Si -1.617950 1.518752 -0.828239 -0.6 2.3 0.2 0.5852
H 3.467441 -1.078375 -0.565348 -0.3 1.2 1.7 0.2834
H 3.707959 0.002044 1.086069 -0.5 -0.9 -1.8 0.3204
H 3.183812 0.649444 -0.528630 -0.3 -0.1 0.6 0.4100
H 2.073085 -2.369528 1.761899 -0.5 0.2 -0.4 0.3443
H 0.388872 -2.434492 0.980010 2.3 0.6 -0.4 0.2967
H 2.049596 -2.544735 0.024715 -0.6 -0.4 -0.1 0.3628
H -4.216579 1.065019 -1.044976 1.2 0.8 0.3 0.3300
H -3.686045 2.184123 0.239529 -0.5 0.1 1.5 0.3727
H -3.617089 2.733043 -1.307461 -0.1 1.1 -1.2 0.3332
H 0.694513 -0.848530 -1.275303 0.1 0.3 0.3 0.3081
H 1.129789 0.764245 -0.881484 -0.3 1.3 -0.5 0.4416
H 1.464215 -0.008258 1.625680 0.2 -0.6 -2.0 0.4311
```
Positions in Å, forces in eV/Å.

HOMO energy	-11.42	eV
relative energy (zero: lowest compared OMol25 entry of this formula, charge and spin)	27.6	kcal/mol
E_LUMO	0.01912	Eh
energy	-910.8633	a.u.